A cluster of 20 separate species, H39O20 in total at a distorted geometry, computed with ωB97M-V with the def2-TZVPD basis set.

```
! RIJCOSX wB97M-V def2-TZVPD def2/J DEFGRID3
* xyz -1 1
O -5.100 2.067 -0.845
O 2.731 -2.371 -2.374
H 4.575 2.588 -0.944
H 1.803 -4.255 -0.730
H 2.385 -0.932 0.269
H 4.474 1.112 -1.185
O 1.855 2.016 4.056
H 0.932 0.334 -0.146
H 0.910 -1.494 -0.007
O -0.655 -0.811 -0.005
H -1.589 -1.005 -0.067
H -0.628 3.003 -2.593
H 0.705 3.655 -2.608
H 4.951 -0.451 0.473
H -3.798 4.483 0.171
H -4.243 -2.134 0.784
O -1.834 2.205 1.559
O -1.970 -2.266 1.852
H -0.663 0.360 -0.990
H 5.336 -1.839 0.234
H -3.492 2.362 2.466
O -0.116 3.637 -3.111
H -1.333 -2.794 -1.802
H -5.615 2.463 -0.133
O 1.768 -1.645 0.476
H 1.771 1.438 4.820
H -5.782 1.622 -1.357
H -4.154 3.670 2.906
O -4.256 2.713 2.945
O 0.462 -0.452 -3.788
H 0.658 -1.364 -3.618
H 4.523 -3.214 -1.148
H 3.528 -2.917 -0.022
O 3.989 -3.635 -0.467
O 1.122 -4.346 -0.049
H 1.511 1.479 3.338
H -1.151 -1.845 1.498
H 1.497 1.728 -0.595
H -1.605 0.906 -2.085
O -3.330 4.551 1.010
H 2.788 -1.570 -1.834
H -2.898 3.677 1.115
O -0.972 1.245 -1.439
H -2.690 1.770 1.673
O 1.736 0.830 -0.356
O -0.758 -2.751 -2.586
H -3.911 -1.704 2.163
O 4.366 1.957 -1.636
H 1.264 -3.484 0.377
H -0.044 -0.007 -3.104
H -0.311 -0.040 3.544
O -4.593 -1.573 1.482
H -2.184 -2.770 1.056
H -0.255 -2.033 -2.160
O 5.470 -0.966 -0.162
H 0.866 -0.819 2.703
H 2.859 -1.958 -3.240
H -1.463 2.018 0.683
O 0.556 -0.448 3.535
*
```

LUMO energy   2.11 eV
HOMO energy   -7.7029 eV
Frontier orbital gap   9.812 eV

***

A cluster of 2 separate species, C4H13N2O2 in total at a distorted geometry, computed with ωB97M-V with the def2-TZVPD basis set.

```
! RIJCOSX wB97M-V def2-TZVPD def2/J DEFGRID3
* xyz 1 1
H -2.232 1.897 2.259
H 0.264 -0.856 0.869
H -0.859 -1.094 -0.392
H 0.496 -2.093 -0.239
H 1.381 -0.068 -4.257
H 1.305 -1.670 -2.610
H 0.166 1.152 4.454
H 0.656 0.879 -0.886
C -1.881 0.871 2.035
C 0.858 -0.659 -2.449
C -0.710 0.580 2.849
H 0.965 1.178 -3.416
H -2.695 0.159 2.247
O -0.710 1.210 4.047
H 2.055 -0.302 -0.731
N 0.168 -1.099 -0.135
H -1.640 0.742 0.961
H -0.216 -0.745 -2.699
N 1.507 0.328 -3.342
O 0.151 -0.215 2.472
C 0.971 -0.195 -1.035
*
```

LUMO energy   -3.26 eV
HOMO energy   -13.4922 eV
Frontier orbital gap   10.235 eV

***

The molecule C5H9OP at a distorted geometry, computed with ωB97M-V with the def2-TZVPD basis set.

```
! RIJCOSX wB97M-V def2-TZVPD def2/J DEFGRID3
* xyz 0 1
H 1.463 0.220 0.204
H 0.361 -0.891 -2.531
C 1.076 -0.693 -1.771
H 1.825 -0.093 -2.236
C -2.262 0.086 -0.396
H -1.970 -0.276 2.431
C -3.140 0.426 -1.174
H -1.538 1.233 1.869
H 1.576 -1.593 -1.524
H -0.126 0.111 2.752
H 0.456 1.178 -1.013
P -0.836 -0.572 0.350
O -0.776 -2.266 0.457
C 0.584 0.127 -0.611
H -3.837 1.096 -1.638
C -0.997 0.240 2.020
*
```

LUMO energy   0.74 eV
SMILES string   C#C[P@@](C)(=O)CC
HOMO energy   -9.4015 eV
Frontier orbital gap   10.144 eV

***

A cluster of 2 separate species, C4H8ClIO in total at a distorted geometry, computed with ωB97M-V with the def2-TZVPD basis set.

```
! RIJCOSX wB97M-V def2-TZVPD def2/J DEFGRID3
* xyz 0 1
H -1.481 0.330 1.967
H 0.561 2.586 -0.204
O -0.056 -0.735 0.248
H 1.533 0.342 -0.454
C -0.137 1.610 -0.210
H -0.455 1.406 -1.248
H -0.911 -3.384 0.058
H 1.135 0.565 1.314
C 0.037 -1.628 -0.815
C 0.745 0.444 0.142
C -0.415 -2.881 -0.851
Cl 0.475 -0.945 -2.424
H -1.009 1.800 0.596
I -1.911 -0.282 3.358
H -0.306 -3.554 -1.739
*
```

LUMO energy   0.64 eV
SMILES string   C=C(Cl)OCC.I
HOMO energy   -9.2776 eV
Frontier orbital gap   9.921 eV

***

A structure of composition C37H28BrIrN4O8 at a distorted geometry, computed with ωB97M-V with the def2-TZVPD basis set.

```
! RIJCOSX wB97M-V def2-TZVPD def2/J DEFGRID3
* xyz -2 5
H 13.968 14.203 10.182
C 11.712 8.709 15.080
H 7.558 15.248 13.967
H 10.703 14.440 10.621
N 8.599 12.059 11.344
C 10.785 12.251 8.384
H 8.737 6.429 10.265
N 9.768 9.299 11.662
H 17.763 11.422 8.346
Br 15.111 15.731 8.191
C 8.241 7.250 14.627
C 10.254 12.516 9.628
C 10.994 13.379 10.665
C 6.676 11.081 9.248
H 11.987 9.170 14.072
H 8.253 10.482 7.047
C 7.533 13.928 15.644
C 9.284 8.177 14.676
C 8.113 11.301 9.062
C 9.537 7.201 10.473
H 17.076 13.656 7.296
H 7.166 14.667 16.335
O 14.113 10.511 11.379
H 11.284 9.437 15.726
H 6.326 10.093 8.962
H 6.354 7.263 15.586
C 9.850 5.405 14.502
O 9.004 10.071 16.885
O 12.289 6.259 8.434
H 7.684 12.342 17.260
H 12.074 13.218 10.669
H 6.143 7.286 13.864
Ir 8.961 10.670 12.762
C 7.861 12.680 16.215
H 12.659 8.254 15.437
C 7.553 8.237 11.770
C 8.024 13.219 11.893
C 14.746 13.531 9.795
C 16.499 13.169 8.085
C 11.202 6.203 9.113
C 16.867 11.970 8.665
H 16.467 10.599 10.305
C 10.877 7.265 10.078
O 6.771 7.302 11.576
N 8.327 11.981 14.012
H 6.372 11.302 10.270
H 11.894 6.077 14.409
C 10.632 7.748 14.749
H 7.711 5.175 14.758
O 10.357 5.270 8.996
O 7.744 14.236 11.292
H 6.709 8.765 14.758
H 12.739 8.487 10.148
C 8.995 8.211 11.255
C 10.853 6.346 14.602
C 8.717 11.098 7.796
C 15.086 12.268 10.330
C 14.333 11.734 11.499
O 14.098 12.647 12.352
C 7.984 13.131 13.403
C 8.335 11.731 15.388
H 6.134 11.822 8.564
H 11.525 10.339 11.569
C 11.082 9.386 11.252
C 16.164 11.541 9.768
H 10.694 13.052 11.665
O 7.261 9.411 12.279
C 11.678 8.405 10.480
H 10.430 11.372 6.516
N 9.002 9.590 14.599
C 9.990 11.534 7.453
C 7.599 14.186 14.228
C 8.839 10.374 15.712
C 8.564 5.848 14.664
C 8.987 11.998 9.989
H 10.057 4.335 14.357
H 11.816 12.488 8.114
C 15.455 13.955 8.679
C 6.803 7.657 14.664
*
```

LUMO energy (alpha / beta)   3.83 / 0.96 eV
<S²>   6.05
HOMO energy (alpha / beta)   -1.8305 / -3.3099 eV
Frontier orbital gap (alpha / beta)   5.658 / 4.272 eV

***

A cluster of 2 separate species, C26H25FNO9S2 in total at a distorted geometry, computed with ωB97M-V with the def2-TZVPD basis set.

```
! RIJCOSX wB97M-V def2-TZVPD def2/J DEFGRID3
* xyz -1 1
H 0.425 3.696 2.839
C 3.872 -3.362 3.116
C -1.860 0.770 7.792
H 4.835 -3.859 2.982
O -0.064 0.055 2.967
C -2.426 3.230 4.585
C -0.750 4.135 6.033
H -1.737 -2.563 8.533
H 4.027 -0.165 3.981
C -1.804 0.449 10.186
C 3.331 3.043 6.176
H 2.284 -0.405 2.387
C 1.409 -2.105 3.377
O -1.248 -2.183 3.075
H 1.775 4.913 6.071
O 3.037 3.469 7.276
C 2.443 3.217 5.026
H -3.737 2.097 2.549
C 4.694 1.683 4.782
C 0.152 4.091 4.943
C -3.597 1.488 3.464
H 4.188 -0.141 5.762
H 0.779 -3.806 4.543
H -1.970 3.220 2.441
C 2.851 -3.979 3.852
H -1.912 1.411 6.910
C -2.066 3.770 5.840
O -2.712 -0.243 5.306
C 1.603 -3.351 3.984
C -1.772 -0.941 10.014
H -0.395 4.415 7.030
C -1.798 -0.611 7.640
H -1.752 -1.603 10.879
C 2.449 -1.431 2.734
H 1.929 5.047 4.248
H -1.835 2.379 9.197
C -0.283 3.732 3.668
O -3.463 2.360 4.610
H 3.022 -4.954 4.314
C -1.833 1.299 9.079
H 4.505 -1.555 2.090
H -2.695 0.856 3.381
H 2.796 0.643 4.970
H 6.499 0.779 5.504
H -2.804 3.751 6.639
O 4.292 2.435 3.625
C -1.609 3.413 3.450
H 6.760 2.290 4.579
H 6.340 0.776 3.719
H -1.777 0.880 11.184
S -0.193 -1.287 3.497
O -2.274 -2.639 6.015
C 3.022 2.989 3.701
S -1.921 -1.244 5.977
C 1.607 4.431 5.104
F 0.341 0.245 5.500
C 3.865 0.426 4.884
C 3.686 -2.074 2.598
C -1.768 -1.488 8.727
O 2.503 3.361 2.663
N -0.211 -1.186 5.304
C 6.186 1.359 4.631
O 4.573 2.493 5.964
H -4.480 0.870 3.645
*
```

LUMO energy   1.88 eV
HOMO energy   -3.5960 eV
Frontier orbital gap   5.473 eV

***

ΔE to the lowest compared entry with this formula, charge and spin values, unit kcal per mole, following the record order: 87.3 32.1 58.2 18.4 16.4 0.0.